Below is C10H31CoN6O5 as an isolated structure in a non-equilibrium geometry, with properties calculated with ωB97M-V/def2-TZVPD.

Properties
DFT total energy: -2486.72061 Eh
⟨S²⟩: 3.758
LUMO level (alpha / beta): -6.4050 / -6.7051 eV
HOMO-LUMO gap (alpha / beta): 5.313 / 5.013 eV
ΔE to the lowest compared entry with this formula, charge and spin: 8.478 eV

Geometry as ORCA input:
```
! RIJCOSX wB97M-V def2-TZVPD def2/J DEFGRID3
* xyz 1 4
Co -2.690 -0.142 -1.517
O -1.645 0.842 -0.160
H -0.692 0.672 -0.029
C 0.632 3.519 0.465
C 1.098 2.817 -0.863
C 1.907 1.539 -0.731
O 3.112 1.756 -0.049
C 3.985 0.613 0.225
N -0.086 2.597 -1.641
H 0.048 2.901 1.146
H 0.046 4.389 0.166
H 1.513 3.630 1.097
H 1.714 3.533 -1.406
H 2.191 1.362 -1.768
H 1.284 0.721 -0.372
H 4.421 0.374 -0.745
H 3.435 -0.246 0.609
H 4.734 0.916 0.957
H -0.646 1.997 -1.052
H -0.676 3.406 -1.771
C -0.783 -3.095 -0.416
C -0.268 -2.370 -1.638
C 0.489 -3.279 -2.584
O -0.483 -4.229 -3.140
C 0.152 -5.452 -3.295
N -1.389 -1.749 -2.262
H -1.520 -3.846 -0.702
H -1.104 -2.411 0.369
H -0.119 -3.843 0.016
H 0.498 -1.676 -1.289
H 1.395 -3.665 -2.118
H 0.853 -2.743 -3.460
H 0.794 -5.581 -4.166
H -0.595 -6.218 -3.502
H 0.827 -5.733 -2.486
H -1.903 -2.579 -2.520
H -0.868 -1.537 -3.101
C -2.993 3.207 1.764
O -3.648 3.881 2.571
N -2.247 2.148 2.117
N -3.087 3.401 0.442
H -1.728 1.582 1.462
H -2.342 1.905 3.093
H -2.546 2.746 -0.105
H -3.681 4.059 -0.041
C 0.725 -0.241 4.117
O 1.885 -0.552 4.264
N -0.009 0.167 5.037
N 0.231 -0.198 2.987
H -0.940 0.523 4.874
H 0.423 0.239 5.947
H -0.635 0.318 2.928
H 0.930 -0.377 2.279
*
```